Below is C20H26N6O3 in the gas phase at a distorted geometry, with properties calculated with the ωB97M-V functional and the def2-TZVPD basis.

## Properties
SMILES: O=C(CN1CCN(Cc2ccccc2)CC1)NCCNc1ccc([N+](=O)[O-])cn1
Orbital gap (Ha): 0.3100
E (eV): -36243.391
Total charge: 0
Relative energy (zero: lowest compared OMol25 entry of this formula, charge and spin) (eV): 3.7237

```
55
Properties=species:S:1:pos:R:3:forces:R:3:mulliken_charge:R:1
C 4.6392 -0.0082 0.0679 -0.022 0.067 -0.002 -0.259
H -3.6974 -2.2602 -3.1199 -0.057 0.008 0.105 0.363
C 3.8005 1.1578 -2.2930 -0.039 0.034 -0.110 -0.718
N -2.3526 3.9684 0.5833 0.096 0.480 0.291 0.998
H -4.1767 2.0560 0.9658 -0.039 -0.021 0.027 0.518
H -1.2368 -2.9961 2.4134 -0.027 0.049 -0.001 0.464
C -2.3844 -2.3563 0.7595 0.518 0.112 0.034 0.404
C 0.8091 -1.5100 2.5004 0.307 -0.103 -0.086 -1.059
N -1.7419 1.3982 -1.9514 0.042 -0.337 -0.254 -0.624
H 2.6846 2.3953 1.3828 0.085 -0.012 0.027 0.502
N -2.6654 -0.6012 -2.4325 0.162 -0.174 -0.358 -0.116
H 2.4861 2.3222 -1.0752 -0.095 0.092 0.013 0.395
H -1.4732 -3.0727 -2.3504 -0.033 -0.029 0.038 0.446
C 2.9922 1.3465 1.4096 -0.041 -0.014 0.046 -1.716
H -2.1015 -1.4783 2.7023 0.009 -0.063 -0.099 0.321
H -4.0884 -1.7633 -1.4615 0.013 -0.038 -0.126 0.299
C -3.5952 0.6893 -0.5808 0.070 -0.051 -0.081 -0.457
C -2.6745 0.4826 -1.6330 -0.046 0.337 0.099 0.590
O -1.3986 4.6812 0.3274 0.134 0.175 0.000 -0.638
H -1.3681 0.1914 0.6753 0.019 0.056 0.029 -0.407
H 2.8841 -0.9627 2.6315 0.038 -0.033 -0.022 0.419
C -1.5040 -2.0344 1.9641 -0.026 0.054 0.057 -0.718
H 2.3283 -1.3528 0.9811 0.013 -0.003 0.097 0.316
C 5.2011 -0.4002 -1.1344 0.072 -0.095 -0.019 -0.676
O -3.5830 -2.5311 0.8353 -0.497 -0.130 0.109 -0.691
H 4.9786 -0.4589 0.9901 0.027 -0.039 0.107 0.370
C -3.5063 1.8475 0.1458 0.292 0.296 -0.087 -0.426
H -4.3389 -0.0501 -0.3373 -0.069 -0.083 0.038 0.389
H 3.6966 1.2146 2.2359 0.007 0.080 -0.050 0.539
H 3.4731 1.6201 -3.2128 -0.022 0.037 -0.074 0.389
H 5.2178 -0.1260 -3.2579 0.034 -0.017 -0.070 0.382
H -0.8944 3.2061 -1.5365 0.010 0.087 0.063 0.524
N -0.2919 -1.3422 1.5667 0.003 -0.062 0.246 0.295
H 5.9712 -1.1579 -1.1463 0.060 -0.053 -0.006 0.382
O -3.1734 4.2034 1.4499 -0.097 0.081 0.142 -0.631
H -1.9211 -0.5849 -3.1174 -0.066 0.111 0.094 0.281
H 0.9935 -2.5780 2.6403 -0.010 0.030 0.029 0.482
H 0.5813 -1.0568 3.4787 0.005 -0.043 -0.014 0.343
C 0.7102 0.7465 0.8042 -0.293 -0.046 0.087 -1.001
C 4.7795 0.1792 -2.3189 0.034 -0.028 -0.070 -0.395
H -0.7038 -2.2246 -0.3295 -0.042 -0.019 0.063 0.246
N 1.8052 0.5651 1.7330 -0.009 0.008 0.054 0.163
C 2.0588 -0.8473 1.9256 -0.159 -0.140 0.206 -0.504
C -2.2744 -2.9011 -1.6297 -0.530 0.113 0.117 -0.871
H -0.8049 0.5668 2.3223 -0.035 -0.031 -0.038 0.222
C -3.2819 -1.8752 -2.1840 0.088 -0.331 0.133 -0.775
N -1.6816 -2.4743 -0.3848 0.232 0.001 -0.311 0.105
H 0.9283 0.3158 -0.1896 -0.045 0.067 0.036 0.213
C 3.6514 0.9690 0.1053 0.022 0.041 0.041 0.826
C 3.2415 1.5497 -1.0893 0.061 -0.018 0.050 -0.137
C -1.6616 2.5005 -1.2481 -0.092 0.443 0.455 -0.134
C -2.5083 2.7767 -0.1763 -0.227 -1.128 -0.596 -0.180
C -0.5362 0.0775 1.3710 0.088 0.247 -0.297 0.104
H -2.8155 -3.8384 -1.4625 0.089 0.006 -0.114 0.366
H 0.5234 1.8157 0.6847 -0.013 0.028 -0.049 0.479
```
Forces are in eV/Å.